(1)
The following is a quantum chemistry calculation of a 2-piece molecular cluster, CH4N4 overall at a distorted geometry, from OMol25.

```
9
Properties=species:S:1:pos:R:3:forces:R:3
H -0.128470 -0.919209 0.143629 0.60 0.51 0.83
N 0.671848 -1.201043 -0.436719 -0.47 -0.18 -0.86
N 1.485810 -0.330535 -0.726001 1.25 1.40 0.58
N 1.547251 0.877812 -0.018980 -2.04 -2.53 0.31
H 2.238137 1.525040 -0.348594 0.08 -0.05 0.39
H 1.096050 0.815462 0.924410 0.83 0.83 -1.27
C -2.340227 -0.229157 0.266196 -0.27 -2.04 -0.08
N -2.094371 0.737918 -0.271703 0.21 1.73 -0.34
H -2.476025 -1.276288 0.467765 -0.19 0.34 0.44
```
Positions in Å, forces in eV/Å.

The calculation puts the HOMO energy at -0.337 Ha. The total charge is 0. For the HOMO-LUMO gap, the calculation gives 10.11 eV. The value obtained for the energy relative to the best compared isomer or geometry (same formula, charge and spin) is 91.5 kcal/mol.

Atom charges from the Löwdin analysis, given in e for atoms 1 to 8: H -0.02; N 0.00; N -0.18; N 0.01; H 0.07; H 0.10; C -0.11; N 0.07

***

(2)
The following is a quantum chemistry calculation of C16H12ClKN2O5S3 as an isolated structure at a distorted geometry, from OMol25.

```
40
Properties=species:S:1:pos:R:3:forces:R:3
K 0.111652 0.699490 -0.503225 -0.02 -0.60 -0.03
S -1.526767 -1.514045 -2.047707 0.35 0.17 0.13
C -0.638089 -2.794637 -1.315049 -1.77 -0.13 -2.95
C -0.444920 -5.272874 -1.916541 -0.14 -0.09 -0.10
C 0.690519 -5.963960 -1.717201 0.18 -0.20 0.16
C 0.464506 -7.382842 -1.946589 -0.16 -0.01 0.30
N 0.299670 -8.512473 -2.114846 0.03 0.01 -0.08
C 2.104825 -5.619612 -1.421588 -0.07 0.52 -0.23
C 2.722803 -5.717040 -0.157625 0.04 -0.38 -0.05
C 1.465188 -2.145252 -0.442653 0.05 -1.01 -0.95
S 2.709483 -1.181436 -0.927030 -0.03 0.72 -0.04
C 2.937412 -5.413382 -2.542933 0.02 0.14 0.03
N 3.626687 -5.280917 -3.469100 -0.02 -0.02 -0.01
H -1.309392 -5.863622 -2.208805 -0.01 0.01 0.06
H 3.798346 -5.434650 -0.195009 -0.02 0.08 -0.02
C -4.612766 -5.650483 1.643387 0.03 0.03 -0.02
C -3.834345 -4.392386 1.922881 -0.08 0.02 0.04
C -2.717825 -4.412297 2.749552 0.07 0.03 -0.02
C -2.000919 -3.253525 3.003889 -0.39 0.28 0.67
C -2.446082 -2.038042 2.498600 0.62 -0.35 -1.33
C -3.518083 -2.015477 1.616130 -0.20 0.18 0.34
C -4.223930 -3.178672 1.360382 0.00 -0.01 0.05
S -1.260957 -0.676535 2.395802 -1.73 2.03 3.06
C -1.972182 0.136781 3.938417 0.17 -0.28 -0.21
O -1.736629 0.359652 1.392364 0.04 -0.14 0.44
H -4.013825 -6.536514 1.852350 0.00 -0.01 -0.02
H -4.929757 -5.689687 0.600311 0.01 -0.02 0.00
H -5.511657 -5.695313 2.265046 0.00 -0.02 -0.01
H -2.351401 -5.352978 3.143172 -0.04 -0.02 0.01
H -1.137213 -3.284910 3.658112 0.19 -0.06 -0.26
H -3.776880 -1.082745 1.129729 0.09 -0.03 -0.10
H -5.062048 -3.152963 0.672234 0.01 -0.01 -0.01
H -3.038545 0.346097 3.837288 0.04 -0.02 -0.08
H -1.420221 1.063617 4.104491 0.00 -0.02 -0.02
H -1.800647 -0.552873 4.770005 -0.03 0.07 0.05
O 2.251602 -6.118566 0.910616 -0.11 0.02 0.03
Cl 0.163444 -2.664118 0.046737 3.57 -0.99 0.01
O -0.805543 -3.968752 -2.049309 0.77 0.10 0.65
O 0.197362 -3.953904 0.714494 -1.09 0.70 0.70
O -0.528821 -1.618428 0.844894 -0.36 -0.69 -0.20
```
Positions in Å, forces in eV/Å.

The calculation puts the HOMO energy at -0.030 Ha. The total charge is -2. For the HOMO-LUMO gap, the calculation gives 4.09 eV. The value obtained for the energy relative to the best compared isomer or geometry (same formula, charge and spin) is 233.8 kcal/mol.

Atom charges from the Löwdin analysis, given in e for atoms 1 to 8: K 0.63; S 0.47; C -0.92; C -0.08; C -0.18; C -0.22; N 0.10; C -0.24

***

(3)
The following is a quantum chemistry calculation of C38H49BrClN2O6RuSSi3 as an isolated structure, from OMol25.

```
102
Properties=species:S:1:pos:R:3:forces:R:3
Ru 0.607361 -0.216748 -0.224147 -0.65 -0.29 -0.57
C 4.703178 -0.791819 -1.284753 0.03 -0.01 0.04
O 3.476797 -0.128739 -1.097529 -0.04 0.08 -0.01
Si 3.291228 1.469951 -0.649734 0.20 -0.22 -0.10
C 4.025610 1.703190 1.062570 0.04 0.04 -0.09
C 4.414302 2.449120 -1.801669 -0.17 0.12 0.03
C 1.444958 1.744859 -0.839054 0.05 -0.62 0.10
Si 0.931294 1.929664 -2.641041 0.15 0.19 0.06
C 1.693127 0.586374 -3.732077 0.02 -0.15 0.15
C -0.929711 1.914167 -2.913846 -0.02 -0.02 0.07
C 1.468590 3.577905 -3.391358 -0.08 -0.11 0.00
Si 0.912992 3.231348 0.215018 0.03 0.06 -0.12
C 0.801019 2.800702 2.040641 -0.05 -0.03 0.03
C 2.204349 4.613624 0.064149 -0.06 -0.07 0.02
C -0.671488 4.111459 -0.288886 -0.01 -0.01 -0.01
H 5.364608 -0.239040 -1.959091 0.02 -0.01 -0.01
H 4.499669 -1.769405 -1.726430 0.01 -0.01 0.01
H 5.225782 -0.943320 -0.333801 0.02 0.00 0.00
H 5.098208 1.495033 0.996270 0.00 -0.01 0.00
H 3.591747 1.041393 1.804092 -0.03 -0.03 0.02
H 3.925444 2.725405 1.423716 0.02 0.05 0.02
H 5.460485 2.260040 -1.549924 0.00 -0.04 0.04
H 4.248710 3.521664 -1.704111 0.02 0.07 -0.01
H 4.269570 2.184525 -2.848914 -0.02 -0.03 -0.05
H 1.802114 -0.375318 -3.220856 -0.02 0.17 -0.08
H 2.699004 0.871236 -4.043704 0.03 0.04 -0.01
H 1.100766 0.442160 -4.638866 0.00 0.00 -0.07
H -1.445210 1.072397 -2.460358 0.00 0.34 0.02
H -1.109504 1.909855 -3.993420 -0.04 -0.02 -0.04
H -1.385477 2.811491 -2.503841 0.04 0.15 -0.01
H 2.546545 3.713846 -3.402546 0.12 0.01 0.01
H 1.028777 4.417864 -2.857130 -0.03 0.09 0.05
H 1.114266 3.637229 -4.424272 0.00 -0.05 -0.02
H 1.653890 3.217403 2.579968 0.03 -0.03 0.03
H 0.792537 1.724448 2.194956 0.00 -0.01 0.00
H -0.106955 3.218204 2.483965 0.00 0.03 -0.01
H 3.220770 4.306018 0.296855 0.06 0.00 0.02
H 1.945717 5.414099 0.763278 -0.06 -0.01 0.01
H 2.214524 5.047009 -0.934052 -0.01 0.04 -0.13
H -1.549484 3.467997 -0.307715 0.02 -0.01 0.05
H -0.568700 4.592064 -1.262072 -0.02 0.03 -0.06
H -0.843601 4.910129 0.438874 0.00 0.00 0.02
Br 2.677870 -6.480542 -0.986916 -0.01 0.01 0.01
C 2.301866 -4.644675 -0.726963 -0.03 0.14 -0.06
C 1.874429 -3.873968 -1.869828 0.02 -0.07 0.06
C 1.452982 -2.616507 -1.634946 -0.05 0.17 0.05
N 1.439662 -1.991655 -0.410907 -0.01 -0.04 -0.02
C 2.177835 -2.623441 0.651149 -0.08 0.23 0.16
C 2.425312 -4.086683 0.474481 -0.04 -0.03 -0.01
H 1.845702 -4.296631 -2.860675 0.01 -0.02 -0.01
H 1.084458 -2.021584 -2.461684 0.04 -0.14 0.15
H 3.107529 -2.072274 0.846665 0.02 0.00 -0.05
H 2.741596 -4.640945 1.345933 0.03 0.00 0.01
O 1.436789 -2.498584 1.918972 0.09 0.25 0.10
C 1.515939 -1.285480 2.466156 0.04 -0.41 -0.28
O 1.895910 -0.320829 1.817397 -0.14 0.33 -0.01
C 1.142856 -1.246225 3.895772 0.06 -0.04 0.00
C 0.854526 -2.423323 4.581139 -0.07 0.01 0.04
C 0.508200 -2.370873 5.921800 0.00 0.02 -0.03
C 0.454702 -1.147752 6.575074 0.01 0.00 0.03
C 0.748719 0.025123 5.892520 -0.01 0.01 -0.01
C 1.093558 -0.021299 4.552948 0.01 -0.06 0.00
H 0.892148 -3.369599 4.061079 0.02 0.00 -0.01
H 0.280536 -3.282618 6.456950 0.00 -0.02 0.00
H 0.186832 -1.108087 7.623115 -0.01 0.00 0.00
H 0.706422 0.976620 6.405240 0.00 0.01 0.01
H 1.320671 0.882432 4.009099 0.02 0.05 -0.04
C -5.342037 -0.589522 1.689602 -0.01 0.01 0.04
C -4.961545 -0.243084 0.276543 0.10 0.04 -0.01
C -5.421004 -1.046631 -0.764397 -0.03 0.03 -0.01
C -5.160559 -0.717347 -2.079675 -0.03 0.01 -0.05
Cl -5.771641 -1.738644 -3.352908 -0.05 0.00 0.01
C -4.442244 0.420404 -2.406757 0.04 -0.02 -0.01
C -3.949150 1.206288 -1.381489 -0.07 0.01 0.00
C -4.189594 0.873475 -0.057153 -0.03 0.05 0.01
O -3.686373 1.745026 0.893466 -0.15 -0.14 -0.03
C -2.750746 1.162852 1.773281 0.01 0.05 0.04
C -1.484259 0.663346 1.119680 0.32 -0.23 0.00
O -0.818494 -0.188944 1.750247 -0.28 0.02 -0.10
O -1.099183 1.086663 -0.013257 0.02 0.06 0.71
H -6.346749 -1.010151 1.713026 0.00 -0.01 -0.01
H -5.329219 0.289165 2.332002 -0.03 0.02 0.00
H -4.665189 -1.335372 2.113894 0.02 0.01 0.00
H -6.014047 -1.924597 -0.542682 0.00 -0.01 0.01
H -4.270170 0.680976 -3.441993 0.02 -0.01 -0.01
H -3.367651 2.093794 -1.586208 -0.02 -0.02 0.01
H -3.165358 0.319149 2.321942 -0.01 -0.02 0.05
H -2.473761 1.924645 2.504166 0.00 0.05 -0.05
S -2.276264 -2.240050 -3.512085 0.09 0.03 0.07
C -1.205738 -1.150251 -2.743979 0.08 -0.07 -0.22
N -1.091060 -1.233840 -1.457434 0.50 0.16 -0.09
C -1.904194 -2.263889 -0.970305 -0.02 0.01 0.06
C -2.026198 -2.676123 0.359436 0.03 0.02 -0.04
C -2.888251 -3.710898 0.649270 -0.02 0.00 0.00
C -3.629708 -4.350611 -0.353572 0.00 0.03 0.03
C -3.509282 -3.966521 -1.670337 0.04 0.01 0.00
C -2.634756 -2.922562 -1.965855 -0.05 -0.01 0.04
H -0.647622 -0.439017 -3.334643 0.01 -0.20 0.01
H -1.455716 -2.188610 1.135152 0.03 0.04 0.03
H -2.989052 -4.040136 1.675300 0.00 -0.01 0.01
H -4.298926 -5.159367 -0.092232 0.00 -0.01 0.00
H -4.069101 -4.459706 -2.452762 -0.02 0.02 -0.01
```
Positions in Å, forces in eV/Å.

The calculation puts the HOMO energy (alpha / beta) at -0.278 / -0.280 Ha. As for the spin multiplicity: 2. The total charge is 0. For the HOMO-LUMO gap (alpha / beta), the calculation gives 6.87 / 7.31 eV. The value obtained for the energy relative to the best compared isomer or geometry (same formula, charge and spin) is 6.9 kcal/mol. The expectation value of S² is 0.77.

Atom charges from the Löwdin analysis, given in e for atoms 1 to 8: Ru 1.34; C -0.13; O -0.32; Si 0.33; C -0.14; C -0.15; C -0.48; Si 0.41

***

(4)
The following is a quantum chemistry calculation of a 2-piece molecular cluster, C3H9N3 overall at a distorted geometry, from OMol25.

```
15
Properties=species:S:1:pos:R:3:forces:R:3
H 0.500175 -1.252714 0.046816 -3.16 -0.77 -1.58
N -0.411850 -1.389799 -0.627478 2.82 -0.63 -0.34
N -1.470562 -2.015270 -0.815076 0.31 -0.63 1.33
H -1.364873 -2.635314 -1.632468 -0.32 0.34 -0.45
C -0.477092 0.115359 2.066535 -0.83 -0.73 -1.96
C -0.474080 0.381037 0.711265 1.98 2.84 3.32
N 0.799654 0.658301 0.136818 -1.04 0.03 0.12
C 0.898162 1.159301 -1.216291 0.24 -0.85 -0.33
H 0.395309 -0.336421 2.518053 0.18 0.20 0.18
H -1.405409 0.021215 2.603677 -0.12 0.07 0.05
H -1.294625 0.941350 0.271685 -0.11 -0.66 -0.34
H 1.618096 0.548784 0.720811 -0.29 0.37 -0.22
H -0.072479 1.440446 -1.625190 -0.15 0.04 0.43
H 1.219474 0.327945 -1.860828 0.29 0.51 -0.23
H 1.540100 2.035779 -1.298332 0.19 -0.13 0.02
```
Positions in Å, forces in eV/Å.

The calculation puts the HOMO energy (alpha / beta) at -0.273 / -0.273 Ha. The total charge is 0. For the HOMO-LUMO gap (alpha / beta), the calculation gives 7.26 / 7.85 eV. The value obtained for the energy relative to the best compared isomer or geometry (same formula, charge and spin) is 152.2 kcal/mol.

Atom charges from the Löwdin analysis, given in e for atoms 1 to 8: H 0.16; N -0.10; N -0.01; H 0.05; C -0.01; C -0.31; N -0.17; C -0.13